Entry 1:
Formula: C18H48ClIN3O6PS2Si2
Source: the Open Molecules 2025 dataset
Level of theory: ωB97M-V with the def2-TZVPD basis set

Geometry as XYZ:
```
82
Properties=species:S:1:pos:R:3
C 3.86 -0.57 2.09
C 2.79 -1.14 0.94
C 1.28 -0.54 1.32
Si 0.47 0.44 -0.15
S 1.26 2.44 -0.42
O -1.29 0.47 -0.12
Si -1.93 1.60 1.05
N -2.25 3.16 0.13
S -0.59 2.12 2.66
C -3.65 0.95 1.61
C -3.64 -0.49 2.39
C -2.94 -1.73 1.55
I -2.82 -0.37 4.45
P 1.03 -0.70 -1.99
O 0.74 -2.38 -1.54
Cl -0.33 -0.32 -3.58
H 3.60 0.59 2.19
H 3.72 -1.16 3.10
H 4.95 -0.63 1.64
H 3.20 -0.70 -0.09
H 2.78 -2.33 0.93
H 0.61 -1.48 1.55
H 1.44 0.09 2.29
H 1.85 2.90 0.77
H -2.07 3.90 0.87
H -1.50 3.29 -0.61
H -0.26 0.95 3.41
H -4.32 0.85 0.63
H -4.21 1.72 2.31
H -4.78 -0.80 2.54
H -1.76 -1.60 1.71
H -3.33 -2.79 1.91
H -3.11 -1.58 0.38
H -0.26 -2.56 -1.46
C -6.25 -0.15 -2.36
O -6.14 -0.98 -1.22
C -7.19 -0.76 -0.26
C -8.09 -2.00 -0.16
N -8.89 -2.18 -1.38
C -9.58 -3.47 -1.44
C -8.71 -4.73 -1.55
O -7.99 -4.83 -2.78
C -6.72 -4.18 -2.77
H -5.37 -0.32 -2.99
H -7.14 -0.40 -2.94
H -6.27 0.91 -2.07
H -7.78 0.14 -0.50
H -6.71 -0.59 0.70
H -8.76 -1.89 0.70
H -7.44 -2.87 0.01
H -8.27 -2.11 -2.19
H -10.23 -3.43 -2.32
H -10.24 -3.56 -0.57
H -9.38 -5.59 -1.53
H -8.04 -4.86 -0.69
H -6.25 -4.19 -1.79
H -6.82 -3.16 -3.14
H -6.07 -4.71 -3.47
C 5.46 2.11 -0.84
O 6.62 2.69 -1.42
C 6.92 3.98 -0.87
C 8.26 3.92 -0.11
N 8.13 3.14 1.13
C 9.41 2.85 1.77
C 10.38 1.93 1.02
O 9.91 0.59 0.89
C 9.10 0.36 -0.26
H 5.24 1.18 -1.37
H 5.63 1.87 0.21
H 4.60 2.78 -0.93
H 6.12 4.37 -0.24
H 7.03 4.66 -1.72
H 8.58 4.94 0.14
H 9.01 3.48 -0.78
H 7.67 2.26 0.91
H 9.18 2.38 2.73
H 9.92 3.80 2.00
H 11.30 1.86 1.62
H 10.69 2.33 0.05
H 9.37 1.00 -1.10
H 8.05 0.49 -0.01
H 9.23 -0.69 -0.56
```

Summary:
HOMO ... -8.7 eV
LUMO energy ... 0.041 eV

---

Entry 2:
Formula: C18H48N4O5Sr
Source: the Open Molecules 2025 dataset
Level of theory: ωB97M-V with the def2-TZVPD basis set

Geometry as XYZ:
```
76
Properties=species:S:1:pos:R:3
Sr -0.62 0.54 -1.01
C -0.44 9.02 3.51
O -0.89 8.20 2.52
C -1.05 6.84 2.86
C -1.48 5.98 1.67
N -0.36 5.55 0.84
C -0.45 6.34 -0.38
C 0.75 6.06 -1.27
O 1.17 4.69 -1.25
C 2.25 4.43 -2.15
H -0.45 10.06 3.18
H 0.57 8.78 3.83
H -1.10 9.04 4.38
H -1.84 6.79 3.61
H -0.18 6.39 3.34
H -2.29 6.45 1.12
H -1.94 5.10 2.12
H 0.44 5.74 1.42
H -0.20 7.37 -0.11
H -1.43 6.26 -0.85
H 1.60 6.57 -0.82
H 0.48 6.37 -2.28
H 2.69 3.49 -1.83
H 3.04 5.17 -2.07
H 1.99 4.41 -3.21
C -4.57 -5.66 1.00
C -3.08 -5.77 0.62
C -2.66 -7.24 0.24
O -1.26 -7.40 0.32
C -0.84 -8.69 -0.06
N -2.90 -4.85 -0.52
H -4.86 -6.47 1.66
H -5.15 -5.77 0.08
H -4.73 -4.71 1.51
H -2.54 -5.49 1.53
H -3.04 -7.53 -0.74
H -3.09 -7.93 0.97
H -1.06 -8.84 -1.12
H -1.30 -9.45 0.56
H 0.24 -8.80 0.08
H -2.82 -5.49 -1.30
H -3.78 -4.38 -0.65
C 2.40 -4.41 -5.23
C 1.97 -3.01 -4.79
C 0.83 -2.44 -5.62
O 0.43 -1.17 -5.18
C -0.46 -0.54 -6.01
N 1.71 -3.04 -3.37
H 2.62 -4.43 -6.29
H 1.63 -5.15 -5.00
H 3.35 -4.69 -4.79
H 2.82 -2.35 -4.95
H 0.00 -3.14 -5.61
H 1.15 -2.33 -6.66
H 0.05 -0.30 -6.94
H -0.86 0.34 -5.50
H -1.33 -1.15 -6.25
H 2.54 -3.27 -2.85
H 1.11 -3.84 -3.20
C 3.69 0.06 4.21
C 2.40 -0.20 3.43
C 1.17 0.21 4.25
O -0.06 0.06 3.48
C -1.11 0.18 4.42
N 2.56 0.60 2.23
H 3.71 1.10 4.53
H 4.63 -0.15 3.70
H 3.64 -0.49 5.15
H 2.32 -1.24 3.11
H 1.23 1.25 4.57
H 1.17 -0.35 5.19
H -1.13 -0.66 5.12
H -2.11 0.29 4.00
H -1.01 1.04 5.08
H 3.49 0.52 1.85
H 2.66 1.55 2.55
```

Summary:
Energy above the lowest of the compared OMol25 structures with the same formula, charge and spin ... 887.6 kJ/mol
Net charge ... +2
HOMO ... -13.1 eV
LUMO energy ... -9.128 eV

---

- Number 1 is which compound?
  C18H48ClIN3O6PS2Si2

---

- The lowest LUMO energy belongs to which entry?
  C18H48N4O5Sr

---

- Among the records above, which one has the lowest HOMO?
  C18H48N4O5Sr

---

- Which of these has the lowest HOMO?
  C18H48N4O5Sr